(1)
Formula: C33H78F6N10O9P
Source: OMol25
Level of theory: ωB97M-V with the def2-TZVPD basis set

The calculation puts the electronic energy at -3469.69252 hartree. The LUMO energy comes out at 1.93 eV. As for the energy above the lowest of the compared OMol25 structures with the same formula, charge and spin: 57.52 kcal per mole.

Structure (ORCA input):
```
! wB97M-V def2-TZVPD RIJCOSX def2/J DEFGRID3
* xyz -1 1
P 0.80 -0.88 0.76
F 2.02 -1.27 1.76
F -0.20 -2.03 1.47
F 0.14 0.15 1.85
F -0.51 -0.45 -0.20
F 1.62 0.37 0.12
F 1.34 -1.95 -0.36
C -7.06 3.81 -2.48
C -5.93 2.85 -2.08
N -4.91 2.78 -3.13
C -3.77 2.13 -2.48
C -3.86 0.68 -2.01
C -5.37 2.00 -4.26
C -4.39 2.04 -5.45
H -6.67 4.78 -2.81
H -7.76 3.96 -1.66
H -7.65 3.38 -3.29
H -5.44 2.98 -1.12
H -6.44 1.90 -1.95
H -2.94 2.10 -3.18
H -3.36 2.69 -1.63
H -2.96 0.39 -1.46
H -4.71 0.45 -1.37
H -4.01 -0.03 -2.83
H -6.28 2.41 -4.68
H -5.55 0.93 -4.13
H -3.39 1.65 -5.31
H -4.18 3.08 -5.72
H -4.92 1.55 -6.27
C 5.27 -1.58 -1.50
O 6.37 -2.17 -1.47
N 5.09 -0.38 -2.10
C 3.80 0.32 -2.03
C 6.17 0.41 -2.66
H 4.34 -1.90 -1.02
H 3.53 0.93 -2.89
H 3.90 1.05 -1.23
H 2.98 -0.32 -1.73
H 7.12 -0.09 -2.84
H 5.86 0.60 -3.68
H 6.34 1.35 -2.13
C -2.36 4.68 0.04
O -1.59 5.31 -0.61
N -2.11 3.45 0.57
C -3.13 2.52 1.06
C -0.75 3.00 0.64
H -3.33 5.09 0.33
H -2.85 2.35 2.10
H -3.18 1.59 0.50
H -4.12 2.96 1.12
H -0.35 2.75 1.62
H -0.61 2.10 0.04
H 0.01 3.58 0.11
C -1.67 -3.30 -1.92
O -0.99 -3.60 -2.94
N -3.02 -3.31 -1.91
C -3.72 -2.98 -0.70
C -3.84 -3.63 -3.12
H -1.26 -3.03 -0.93
H -4.28 -2.06 -0.89
H -3.13 -2.76 0.19
H -4.45 -3.74 -0.45
H -4.35 -4.55 -2.86
H -4.66 -2.92 -3.21
H -3.30 -3.71 -4.06
C 1.90 5.66 0.50
O 1.09 6.15 -0.32
N 2.55 4.50 0.24
C 3.41 3.94 1.33
C 2.44 3.76 -1.03
H 2.13 6.06 1.50
H 3.16 2.89 1.43
H 3.19 4.44 2.28
H 4.43 4.07 0.96
H 1.66 4.19 -1.67
H 3.37 3.62 -1.57
H 2.13 2.73 -0.86
C 0.15 1.37 -3.26
O 0.73 2.44 -3.46
N -0.49 0.62 -4.21
C -1.16 -0.59 -3.92
C -0.44 0.94 -5.66
H 0.24 0.72 -2.37
H -2.14 -0.60 -4.38
H -1.27 -0.70 -2.84
H -0.65 -1.52 -4.19
H 0.14 0.13 -6.12
H -1.45 0.99 -6.07
H 0.14 1.84 -5.89
C 0.81 -2.13 5.00
O 1.42 -1.38 5.77
N 1.16 -3.45 4.90
C 0.47 -4.29 3.90
C 2.04 -4.18 5.86
H -0.05 -1.88 4.37
H 1.19 -4.89 3.34
H -0.15 -3.70 3.22
H -0.25 -5.02 4.24
H 2.53 -3.52 6.58
H 1.44 -4.83 6.50
H 2.78 -4.82 5.37
C 3.49 0.74 3.41
O 3.26 0.83 4.59
N 4.71 0.60 2.83
C 4.84 0.61 1.33
C 5.97 0.74 3.62
H 2.73 0.70 2.61
H 4.99 1.66 1.06
H 3.95 0.27 0.81
H 5.61 -0.08 0.99
H 5.82 0.97 4.67
H 6.57 -0.16 3.53
H 6.55 1.54 3.15
C -4.29 0.64 4.29
O -3.43 0.99 5.19
N -4.06 -0.24 3.33
C -2.70 -0.75 3.03
C -5.07 -0.79 2.39
H -5.32 1.03 4.20
H -2.38 -0.56 2.01
H -2.61 -1.80 3.32
H -1.94 -0.27 3.64
H -4.95 -0.27 1.44
H -4.92 -1.86 2.21
H -6.10 -0.59 2.70
C 4.81 -5.97 3.05
O 3.83 -6.36 3.72
N 4.90 -4.97 2.13
C 6.23 -4.65 1.54
C 3.74 -4.14 1.83
H 5.78 -6.48 3.11
H 6.53 -3.65 1.83
H 6.01 -4.67 0.47
H 6.92 -5.48 1.75
H 3.70 -3.37 2.60
H 3.96 -3.61 0.91
H 2.79 -4.65 1.71
*
```

(2)
Formula: C33H80N8O5
Source: OMol25
Level of theory: ωB97M-V with the def2-TZVPD basis set

The calculation puts the electronic energy at -2119.54662 hartree. The structure (SMILES) is CCN(CC)CC.CCN(CC)CC.CCN(CC)CC.CN(C)C=O.CN(C)C=O.CN(C)C=O.CN(C)C=O.CN(C)C=O. The LUMO energy comes out at 0.40 eV. As for the energy above the lowest of the compared OMol25 structures with the same formula, charge and spin: 58.36 kcal per mole.

Structure (ORCA input):
```
! wB97M-V def2-TZVPD RIJCOSX def2/J DEFGRID3
* xyz 0 1
C -23.71 -16.40 28.66
C -23.71 -16.84 30.12
N -24.44 -15.89 30.97
C -25.85 -15.75 30.65
C -26.68 -17.04 30.69
C -24.15 -16.12 32.39
C -24.43 -14.85 33.25
H -24.71 -16.45 28.21
H -23.10 -17.10 28.09
H -23.44 -15.35 28.52
H -24.22 -17.81 30.19
H -22.69 -16.95 30.48
H -26.27 -15.14 31.44
H -26.02 -15.22 29.71
H -26.52 -17.53 31.65
H -27.75 -16.83 30.62
H -26.45 -17.79 29.93
H -23.09 -16.35 32.46
H -24.72 -16.97 32.77
H -25.51 -14.79 33.22
H -23.93 -13.99 32.83
H -24.13 -15.04 34.28
C -20.12 -24.25 24.11
C -20.49 -25.38 25.07
N -19.30 -26.13 25.56
C -19.74 -27.10 26.56
C -20.93 -28.03 26.16
C -18.60 -26.75 24.43
C -17.29 -27.39 24.88
H -19.80 -24.58 23.12
H -19.35 -23.73 24.68
H -20.96 -23.57 23.99
H -21.00 -25.00 25.96
H -21.18 -26.10 24.61
H -18.92 -27.73 26.88
H -20.03 -26.53 27.44
H -20.73 -28.54 25.22
H -21.01 -28.83 26.90
H -21.91 -27.57 26.20
H -18.36 -25.99 23.70
H -19.22 -27.53 23.96
H -16.62 -26.66 25.34
H -16.69 -27.82 24.06
H -17.42 -28.22 25.58
C -16.24 -19.42 21.49
C -17.17 -20.40 22.21
N -18.50 -20.46 21.63
C -19.23 -19.21 21.44
C -20.08 -18.79 22.64
C -19.31 -21.57 22.12
C -20.55 -21.78 21.26
H -15.20 -19.62 21.76
H -16.45 -18.39 21.78
H -16.40 -19.53 20.42
H -16.73 -21.40 22.15
H -17.21 -20.13 23.28
H -18.55 -18.40 21.16
H -19.86 -19.32 20.55
H -20.75 -17.97 22.37
H -20.71 -19.62 22.97
H -19.46 -18.52 23.50
H -19.58 -21.41 23.17
H -18.72 -22.49 22.01
H -21.27 -20.96 21.28
H -21.11 -22.61 21.72
H -20.30 -22.02 20.23
C -25.01 -25.84 25.81
O -25.03 -26.73 24.98
N -24.76 -25.97 27.13
C -24.56 -24.84 28.01
C -24.50 -27.27 27.70
H -25.24 -24.79 25.59
H -25.05 -24.96 28.97
H -24.98 -23.95 27.53
H -23.50 -24.62 28.17
H -25.10 -27.43 28.60
H -24.75 -28.12 27.07
H -23.45 -27.44 27.99
C -26.24 -23.84 22.03
O -27.25 -24.20 21.48
N -25.18 -24.63 22.30
C -23.99 -24.17 22.97
C -25.18 -26.01 21.83
H -26.05 -22.84 22.45
H -23.19 -23.89 22.28
H -23.66 -24.93 23.68
H -24.24 -23.29 23.58
H -25.93 -26.18 21.06
H -24.21 -26.24 21.39
H -25.37 -26.69 22.65
C -24.01 -18.91 22.15
O -23.57 -19.68 22.99
N -25.10 -19.18 21.41
C -25.41 -18.33 20.27
C -25.85 -20.40 21.58
H -23.57 -17.92 21.98
H -25.31 -18.78 19.28
H -24.66 -17.54 20.15
H -26.40 -17.89 20.40
H -25.64 -20.80 22.57
H -26.92 -20.22 21.50
H -25.60 -21.17 20.85
C -19.72 -22.07 27.33
O -18.89 -21.26 26.99
N -19.79 -22.69 28.53
C -20.91 -23.51 28.91
C -18.73 -22.52 29.52
H -20.58 -22.38 26.72
H -21.35 -23.06 29.82
H -20.55 -24.48 29.27
H -21.65 -23.65 28.13
H -19.20 -22.26 30.47
H -18.18 -23.45 29.62
H -18.09 -21.68 29.24
C -22.85 -21.77 25.35
O -23.21 -22.91 25.59
N -22.64 -20.80 26.27
C -22.10 -19.51 25.83
C -23.00 -20.82 27.66
H -22.57 -21.40 24.35
H -21.42 -19.62 24.99
H -21.47 -19.01 26.57
H -22.96 -18.93 25.49
H -23.79 -20.09 27.86
H -23.34 -21.80 27.98
H -22.20 -20.53 28.35
*
```

(3)
Formula: C33H81GaNO17S5
Source: OMol25
Level of theory: ωB97M-V with the def2-TZVPD basis set

The calculation puts the electronic energy at -6555.18482 hartree. The LUMO energy comes out at 1.41 eV. As for the energy above the lowest of the compared OMol25 structures with the same formula, charge and spin: 210.93 kcal per mole.

Structure (ORCA input):
```
! wB97M-V def2-TZVPD RIJCOSX def2/J DEFGRID3
* xyz -1 1
C -6.58 -2.34 0.38
C -5.32 -2.67 -0.65
O -4.12 -2.02 -0.09
C -3.61 -0.94 -0.96
C -1.99 -0.80 -0.58
C -1.80 -0.23 0.98
C -0.21 -0.07 1.41
C 0.05 0.00 3.02
Ga -0.57 -1.66 4.09
N 0.79 -2.00 5.48
O -0.77 -3.25 3.05
C 0.44 -4.09 3.09
C 0.74 -4.86 1.63
C 0.68 -3.78 0.37
C 2.29 -5.41 1.73
C 2.70 -6.55 0.63
C 2.94 -5.98 -0.90
C 1.67 -7.82 0.53
C -2.34 -1.25 5.16
C -2.52 -2.40 6.34
C -3.63 -1.09 4.17
C -4.88 -0.55 5.14
H -7.06 -1.32 -0.01
H -6.17 -2.24 1.48
H -7.38 -3.23 0.34
H -5.22 -3.85 -0.66
H -5.62 -2.31 -1.72
H -3.66 -1.28 -2.08
H -4.14 0.11 -0.76
H -1.41 -0.13 -1.36
H -1.55 -1.90 -0.72
H -2.30 0.84 1.06
H -2.34 -1.02 1.68
H 0.50 -0.86 0.87
H 0.13 0.98 0.97
H -0.56 0.93 3.44
H 1.19 0.23 3.30
H 0.37 -2.73 6.12
H 0.76 -1.12 6.07
H 0.32 -4.98 3.88
H 1.42 -3.52 3.39
H -0.02 -5.74 1.44
H 0.41 -4.29 -0.65
H -0.11 -2.93 0.55
H 1.74 -3.28 0.29
H 3.02 -4.50 1.58
H 2.42 -5.85 2.82
H 3.74 -6.99 0.98
H 1.89 -6.07 -1.45
H 3.80 -6.55 -1.47
H 3.18 -4.82 -0.84
H 2.18 -8.60 -0.22
H 0.60 -7.56 0.11
H 1.53 -8.41 1.54
H -2.12 -0.21 5.69
H -3.66 -2.59 6.61
H -2.00 -2.08 7.36
H -2.05 -3.42 5.92
H -3.93 -2.05 3.57
H -3.39 -0.18 3.44
H -5.46 0.24 4.46
H -5.57 -1.47 5.39
H -4.39 -0.04 6.07
O -6.49 -2.12 -4.30
S -7.85 -2.61 -4.38
O -8.16 -3.98 -4.73
O -8.72 -1.62 -5.34
C -8.24 -1.36 -6.66
C -8.51 -2.53 -7.59
C -8.68 -2.23 -2.86
H -7.18 -1.11 -6.64
H -8.78 -0.48 -7.02
H -7.92 -3.40 -7.30
H -8.26 -2.27 -8.62
H -9.57 -2.82 -7.54
H -8.50 -1.18 -2.61
H -8.27 -2.87 -2.08
H -9.75 -2.42 -2.98
O -0.34 -1.84 9.48
S 0.22 -3.00 10.14
O -0.13 -3.35 11.50
O 1.85 -2.94 10.02
C 2.53 -1.78 10.48
C 2.62 -1.75 11.99
C -0.03 -4.42 9.11
H 2.05 -0.87 10.09
H 3.54 -1.81 10.06
H 1.63 -1.63 12.45
H 3.25 -0.92 12.32
H 3.04 -2.69 12.37
H 0.28 -4.17 8.09
H -1.09 -4.66 9.13
H 0.55 -5.25 9.50
O -0.28 3.77 0.27
S 0.30 5.03 0.68
O -0.50 6.22 0.90
O 1.52 5.40 -0.34
C 1.25 5.45 -1.73
C 0.52 6.72 -2.12
C 1.29 4.75 2.12
H 0.69 4.56 -2.05
H 2.22 5.42 -2.25
H -0.49 6.74 -1.69
H 0.43 6.81 -3.20
H 1.05 7.60 -1.73
H 1.94 3.89 1.95
H 0.62 4.56 2.96
H 1.89 5.65 2.32
O 2.23 8.49 -7.01
S 2.79 7.33 -6.35
O 2.44 6.97 -4.99
O 4.42 7.38 -6.47
C 5.09 8.54 -6.01
C 5.19 8.57 -4.50
C 2.54 5.91 -7.38
H 4.61 9.45 -6.40
H 6.11 8.51 -6.44
H 4.20 8.70 -4.05
H 5.82 9.40 -4.17
H 5.60 7.64 -4.12
H 2.85 6.15 -8.40
H 1.47 5.66 -7.36
H 3.12 5.07 -6.99
O 5.37 3.71 -7.54
S 6.71 4.24 -7.53
O 7.57 4.17 -8.70
O 7.52 3.62 -6.26
C 7.58 2.21 -6.11
C 8.58 1.59 -7.07
C 6.66 5.92 -6.97
H 6.58 1.76 -6.23
H 7.90 2.01 -5.08
H 8.25 1.69 -8.10
H 8.71 0.52 -6.86
H 9.55 2.09 -6.99
H 6.06 5.97 -6.06
H 6.21 6.52 -7.76
H 7.68 6.26 -6.78
*
```